Entry 1:
C24H67F6N5O9P | ωB97M-V/def2-TZVPD

```
112
Properties=species:S:1:pos:R:3:lowdin_spin:R:1
P -0.11330 -0.01078 -0.11961 0.00
F 0.88740 0.27389 -1.40278 0.00
F -1.05608 -0.84499 -1.15372 0.00
F 0.81225 -1.27099 0.28658 0.00
F -1.18595 -0.27640 1.08818 0.00
F 0.70808 0.98240 0.84606 0.00
F -0.99630 1.23077 -0.68720 0.00
C 1.29296 -2.62550 -4.86060 0.00
C -0.08095 -2.47372 -4.16868 0.00
C 0.00646 -3.15888 -2.85937 0.00
O 0.07902 -4.51742 -3.03693 0.00
C -0.15453 -5.33420 -1.90513 0.00
N -0.32246 -1.01365 -4.11600 0.00
H 1.24440 -2.08029 -5.80320 0.00
H 1.24145 -3.68717 -5.10209 0.00
H 2.14122 -2.31768 -4.24921 0.00
H -0.79654 -3.01134 -4.79078 0.00
H -0.89073 -2.96471 -2.27163 0.00
H 0.79647 -2.72084 -2.24936 0.00
H 0.36418 -5.12865 -0.96876 0.00
H -0.11409 -6.39784 -2.13992 0.00
H -1.16833 -5.10872 -1.57428 0.00
H -0.64930 -0.73901 -3.20065 0.00
H -1.22790 -0.87920 -4.54286 0.00
C -3.00024 -3.33259 0.88957 0.00
C -3.57552 -3.87973 2.17350 0.00
C -3.84498 -5.39717 2.00461 0.00
O -4.14579 -6.05187 3.27869 0.00
C -5.25639 -5.70707 4.11291 0.00
N -2.58604 -3.72762 3.23135 0.00
H -2.53786 -4.17383 0.37322 0.00
H -2.17298 -2.65054 1.08592 0.00
H -3.68666 -2.77641 0.25116 0.00
H -4.43825 -3.28281 2.46926 0.00
H -3.03938 -5.89064 1.46093 0.00
H -4.62627 -5.32294 1.24818 0.00
H -5.91968 -5.09135 3.50542 0.00
H -4.90526 -5.20555 5.01474 0.00
H -5.72513 -6.66793 4.32535 0.00
H -1.76919 -4.23201 2.91757 0.00
H -2.97928 -4.31798 3.95033 0.00
C 1.87733 3.09962 -3.16013 0.00
C 1.22170 4.09016 -2.16020 0.00
C -0.11497 4.65782 -2.61173 0.00
O -0.60016 5.72062 -1.78179 0.00
C -0.20749 7.00215 -2.15078 0.00
N 1.06257 3.40151 -0.88756 0.02
H 1.48321 2.08488 -3.10470 0.00
H 2.93137 3.01217 -2.89657 0.00
H 1.77234 3.42817 -4.19412 0.00
H 1.77387 5.02731 -2.08979 0.00
H -0.79425 3.80749 -2.55155 0.00
H -0.04493 4.94124 -3.66190 0.00
H -0.69838 7.16298 -3.11060 0.00
H 0.86972 7.08176 -2.29697 0.00
H -0.43334 7.90251 -1.57942 0.00
H 0.66496 2.47938 -0.99558 0.00
H 0.36435 3.90396 -0.35830 0.00
C 3.54460 -2.36255 2.51648 0.00
C 4.18417 -1.29079 1.57459 0.04
C 4.10363 -1.90234 0.19746 0.03
O 4.22920 -0.79875 -0.78746 0.00
C 4.30625 -1.37046 -2.14506 0.00
N 3.28454 -0.10771 1.66074 0.38
H 2.48693 -2.55824 2.34006 0.00
H 3.79536 -2.17378 3.56030 0.00
H 4.02968 -3.32525 2.35522 0.00
H 5.22587 -1.12588 1.84980 0.00
H 3.16459 -2.40659 -0.03063 0.00
H 4.97200 -2.55529 0.10982 0.01
H 5.07826 -2.11856 -2.32516 0.00
H 4.63150 -0.51849 -2.74210 0.00
H 3.32184 -1.72763 -2.44751 0.00
H 3.51235 0.14558 0.70992 0.00
H 2.45653 -0.51598 1.25108 0.01
C -4.11515 4.47969 1.41303 0.00
C -3.20087 3.25830 1.22193 0.00
C -4.09700 2.05299 0.63804 0.00
O -4.34454 2.19691 -0.76560 0.00
C -4.92018 1.02046 -1.42011 0.00
N -2.10541 3.42194 0.22355 0.00
H -3.46728 5.21714 1.88687 0.00
H -4.90632 4.23452 2.12158 0.00
H -4.51844 5.04387 0.57211 0.00
H -2.82104 3.06401 2.22497 0.00
H -5.07173 1.98686 1.12139 0.00
H -3.58398 1.11078 0.83076 0.00
H -5.01331 1.24870 -2.48187 0.00
H -5.89666 0.79730 -0.99026 0.00
H -4.22738 0.18766 -1.29948 0.00
H -2.63058 3.91608 -0.48364 0.00
H -1.90600 2.47025 -0.04958 0.00
C 3.93604 2.62795 -0.09553 0.05
C 5.33163 2.21989 0.39937 0.00
O 5.34004 1.80616 1.67784 0.00
O 2.96573 2.58239 0.92921 0.36
H 3.70976 2.02879 -0.97753 0.02
H 4.02231 3.59735 -0.58635 0.03
H 5.87697 3.15822 0.29815 0.00
H 5.77543 1.38598 -0.14444 0.00
H 6.24816 1.50234 1.74575 0.00
H 2.18609 2.75892 0.39760 0.00
C 0.30099 1.70838 3.88458 0.00
C 0.67906 0.26668 4.31210 0.00
O 2.13835 0.07323 4.27511 0.03
O 1.31350 2.43976 3.36226 0.00
H -0.18639 2.20875 4.72135 0.00
H -0.46643 1.61505 3.11615 0.00
H 0.22054 -0.33465 3.52706 0.00
H 0.23956 -0.16180 5.21283 0.00
H 2.23688 -0.73736 4.77995 0.00
H 0.89391 3.23847 3.03423 0.00
```

Properties
- LUMO (spin up / spin down) (eV) = 0.386 / -4.676
- multiplicity = 2
- ΔE to the lowest compared entry with this formula, charge and spin (kcal per mole) = 0.0
- orbital gap (spin up / spin down) (eV) = 8.960 / 3.890
- energy (Ha) = -2845.907478

Entry 2:
C11H19Cl3O4SSn | ωB97M-V/def2-TZVPD

```
39
Properties=species:S:1:pos:R:3:nbo_charge:R:1
C -0.59048 0.78043 -2.77300 -0.05
C -1.41990 -0.34388 -2.63783 0.01
C -0.60333 -1.50112 -2.41439 -0.05
C -2.89531 -0.38327 -2.81006 -0.64
C 0.73842 -1.09534 -2.35092 0.07
C 0.80991 0.32842 -2.63996 -0.03
C 2.02067 0.94239 -2.81981 -0.39
C -1.04221 2.13725 -3.13381 -0.64
C -1.06824 -2.90631 -2.38612 -0.64
C 1.92711 -1.94819 -2.21795 -0.67
Sn 0.17832 0.14270 1.69249 1.12
Cl -2.04842 -0.54204 2.09542 -0.70
Cl -0.23532 2.28026 0.81352 -0.76
Cl 1.52343 -1.75526 1.29103 -0.74
H -3.34849 0.56458 -2.50414 0.22
H -3.33068 -1.18652 -2.20709 0.22
H -3.17993 -0.56898 -3.85700 0.20
H -1.88490 -3.01278 -1.66390 0.22
H -0.25007 -3.56990 -2.08860 0.22
H -1.43828 -3.24717 -3.36494 0.19
H 1.79217 -2.70799 -1.43865 0.25
H 2.80181 -1.34208 -1.96443 0.22
H 2.18454 -2.44915 -3.16482 0.18
H 2.90518 0.55147 -2.31186 0.22
H 2.03091 2.40820 -1.29038 0.47
H 2.11740 1.81046 -3.48993 0.19
H -1.90210 2.45450 -2.52542 0.23
H -1.36695 2.18568 -4.18515 0.18
H -0.23640 2.86483 -2.99291 0.21
O 2.63188 2.50478 -0.53098 -0.94
H 2.40619 3.40074 -0.22386 0.46
C -0.87779 1.79952 4.71456 -0.91
S 0.49025 0.65387 4.88518 2.37
O 1.47426 1.22613 5.77652 -0.99
O 0.00012 -0.68430 5.09683 -0.97
O 1.12830 0.67011 3.41133 -1.08
H -1.09385 2.17183 5.72262 0.21
H -1.75522 1.26572 4.30363 0.27
H -0.54562 2.63251 4.08887 0.26
```

Properties
- LUMO (spin up / spin down) (eV) = 4.781 / 4.698
- multiplicity = 1
- orbital gap (spin up / spin down) (eV) = 3.142 / 2.970
- charge = -2
- energy (Ha) = -2724.624739

Entry 3:
C6H5ClO3S2 | ωB97M-V/def2-TZVPD

```
17
Properties=species:S:1:pos:R:3:nbo_charge:R:1
C 2.04440 -1.09922 -0.75306 -0.19
C 1.81227 0.28497 -1.11663 -0.19
C 1.24058 -1.55718 0.21816 -0.21
C 0.86508 1.07099 -0.46420 -0.20
C 0.29310 -0.85884 0.90683 -0.19
C -0.00383 0.44677 0.47129 -0.34
O -1.95174 0.66410 2.16318 -0.90
O -2.30401 1.29800 -0.27623 -0.92
O -0.81463 2.71813 1.53317 -0.83
S -2.90223 0.06049 -1.32853 0.60
S -1.32273 1.41160 1.12974 2.35
Cl -3.12461 -1.56879 -0.10345 -0.14
H 2.62397 -1.77066 -1.37867 0.23
H 2.26847 0.82521 -1.89932 0.22
H 1.39868 -2.64280 0.35978 0.22
H 0.42975 2.00546 -0.90755 0.23
H -0.55253 -1.28823 1.44548 0.25
```

Properties
- LUMO (eV) = -0.893
- multiplicity = 1
- orbital gap (eV) = 8.698
- structure (SMILES) = O=S(=O)(OSCl)c1ccccc1
- energy (Ha) = -1713.819663